Density functional theory data (ωB97M-V/def2-TZVPD) for 2 unconnected molecules or ions with the total composition CH2BrF2P in a non-equilibrium geometry.

## Properties
HOMO-LUMO gap, eV: 9.2
Total charge: 0
E_LUMO, eV: -0.7

Atoms and positions in Å:
1 Br -2.08007 1.44959 -0.15684
2 P -0.75691 0.20417 1.12712
3 F 1.24143 -0.67280 -0.40669
4 F 1.85617 1.08250 0.75060
5 C 0.81170 0.49681 0.04978
6 H -1.20730 -1.19897 -0.18556
7 H 0.60872 1.05700 -0.92816

Forces on atoms 1 to 2 (eV/Å):
Br -0.242 0.629 0.286
P -0.581 -2.420 -3.245

***

Density functional theory data (ωB97M-V/def2-TZVPD) for a single C5H8N2O molecule in a non-equilibrium geometry.

## Properties
HOMO-LUMO gap, eV: 9.1
Total charge: 0
SMILES string: C=CO/C=C/C=N/N
E_LUMO, eV: 1.0

Atoms and positions in Å:
1 O 1.53898 -1.41209 1.04755
2 N -1.30812 1.84876 -0.93247
3 N -1.40082 2.98717 -1.71608
4 C -0.16673 1.33566 -0.77886
5 C 0.08325 0.15894 0.03819
6 C -0.35902 -2.82910 0.73354
7 C 0.50730 -2.20372 1.52762
8 C 1.30709 -0.29742 0.25678
9 H -0.81623 -0.23331 0.54963
10 H -1.13034 -3.38987 1.20867
11 H 0.62071 -2.39381 2.60794
12 H 2.22955 0.13609 -0.08685
13 H -2.15880 3.59715 -1.36776
14 H 0.70809 1.74751 -1.28799
15 H -0.49451 3.50316 -1.81719
16 H -0.53910 -2.50794 -0.31065

Forces on atoms 1 to 2 (eV/Å):
O 0.377 0.586 0.083
N -0.600 0.585 0.284

***

Density functional theory data (ωB97M-V/def2-TZVPD) for a molecular structure, C36H36AuN3OS5Te in a non-equilibrium geometry.

## Properties
HOMO-LUMO gap (alpha / beta), eV: 5.2 / 5.2
Total charge: +1
E_LUMO (alpha / beta), eV: -4.6 / -4.6
Spin multiplicity: 2
<S²>: 0.776

Atoms and positions in Å:
1 Au -0.12177 1.55952 0.45340
2 Te 1.76663 -0.37668 -0.34340
3 S -3.85857 0.82482 0.91640
4 S -6.19967 2.59472 1.16710
5 S -5.87747 -0.96958 -1.33720
6 S -8.85877 3.66412 0.37530
7 S -7.83887 1.08222 -0.70010
8 O 1.83883 3.00472 1.01270
9 N 1.57283 1.73052 -0.80640
10 N -1.17997 1.73642 2.33910
11 N -1.24857 3.60832 0.35940
12 C -1.21527 2.46512 5.01710
13 C 3.78023 2.67902 -0.35180
14 C -1.19867 3.04022 2.67590
15 C -1.15777 4.85102 4.32690
16 C -1.27627 1.14402 4.64520
17 C -1.24257 0.82642 3.28710
18 C -6.25267 0.43822 -0.38620
19 C 4.14343 -2.15148 -1.81850
20 C -0.78397 -2.95538 -5.61740
21 C 2.40413 -2.96918 1.46550
22 C -7.69867 2.52022 0.29110
23 C 0.67233 -1.24738 -4.49130
24 C -0.03377 -2.18768 -1.97910
25 C 4.68513 -6.00528 1.31190
26 C -0.43427 -2.72138 -0.64030
27 C 1.23203 -0.65388 -3.36820
28 C 1.38593 -2.41218 2.41590
29 C 0.87893 -1.14068 -2.10930
30 C -0.56097 -2.76178 -3.12680
31 C 2.17923 0.49252 -3.52700
32 C -5.44277 1.14512 0.48240
33 C -0.21487 -2.31338 -4.39240
34 C -1.19677 5.78022 3.34220
35 C -1.23347 4.02512 1.63440
36 C -1.34817 4.49132 -0.60530
37 C -1.27067 5.39462 1.97400
38 C -1.41737 5.86842 -0.37040
39 C 4.33023 -4.05758 -0.21470
40 C -4.71717 -1.95448 -0.34830
41 C 2.72973 -2.35958 0.26410
42 C -1.19557 3.45902 4.02400
43 C 3.03613 -4.16938 1.78540
44 C 3.99443 -4.72758 0.95620
45 C 2.32773 2.50002 -0.00850
46 C 3.72353 -2.86108 -0.56990
47 C -1.35817 6.32482 0.92290
48 H 0.94603 -0.87528 -5.46680
49 H -1.38777 -3.23998 -0.70100
50 H 1.77393 -2.43298 3.43220
51 H -1.27107 -0.20248 2.95740
52 H 3.98993 2.40662 -1.38190
53 H 2.88013 0.53422 -2.68950
54 H -1.25577 -3.58428 -3.02530
55 H -1.49837 6.55172 -1.20060
56 H 5.10173 -2.52478 -2.16820
57 H 2.77053 -4.65838 2.71230
58 H 4.27853 -6.43138 2.22340
59 H -3.74797 -1.46858 -0.29930
60 H 1.12963 -1.38088 2.16050
61 H -1.09717 5.14382 5.36480
62 H 5.74913 -5.82978 1.45570
63 H -5.12667 -2.09468 0.64660
64 H -1.32567 0.35642 5.37920
65 H -1.40277 -2.24608 -6.16610
66 H 4.07863 3.70692 -0.16150
67 H 0.31123 -3.43268 -0.28540
68 H -1.38377 7.38112 1.14440
69 H 4.57803 -6.72888 0.50710
70 H -0.51537 -1.90758 0.08560
71 H 3.41043 -2.29698 -2.61230
72 H -1.37857 4.10122 -1.61290
73 H 0.01783 -3.28038 -6.27810
74 H -1.39207 -3.81678 -5.35230
75 H 5.09273 -4.46848 -0.86030
76 H 0.48023 -3.01858 2.39660
77 H 1.62733 1.43272 -3.53170
78 H -1.16597 6.83392 3.57590
79 H 4.23533 -1.07868 -1.62500
80 H 2.73563 0.41362 -4.45750
81 H -4.65407 -2.90488 -0.87200
82 H -1.19157 2.75152 6.05750
83 H 4.35933 2.03442 0.31540

Forces on atoms 1 to 2 (eV/Å):
Au -0.060 -0.272 -0.615
Te 0.895 -1.585 1.188

***

Density functional theory data (ωB97M-V/def2-TZVPD) for a molecular structure, C2H2Br3O2S in a non-equilibrium geometry.

## Properties
HOMO-LUMO gap (alpha / beta), eV: 6.9 / 6.9
Total charge: -1
E_LUMO (alpha / beta), eV: 2.6 / 2.6

Atoms and positions in Å:
1 Br -1.86720 -0.01156 -1.56140
2 Br -1.65528 0.28139 1.47843
3 Br -1.72092 -2.83380 0.27696
4 S 0.92079 1.71681 0.35211
5 O 2.35818 1.92201 0.61160
6 O 0.46028 2.20192 -0.94689
7 C 0.56832 -0.57627 0.04153
8 C -0.89830 -0.66751 -0.02203
9 H 0.93958 -0.75650 -0.99914
10 H 0.89456 -1.27648 0.76884

Forces on atoms 1 to 2 (eV/Å):
Br 0.539 -0.455 -0.085
Br -0.523 -0.450 0.623

***

Density functional theory data (ωB97M-V/def2-TZVPD) for a molecular structure, C11H20MnN3O4PS4.

## Properties
HOMO-LUMO gap (alpha / beta), eV: 6.3 / 6.4
Total charge: +2
E_LUMO (alpha / beta), eV: -8.9 / -8.7
Spin multiplicity: 2
<S²>: 1.247

Atoms and positions in Å:
1 Mn -0.62511 1.94573 0.05820
2 S -0.41734 4.25584 0.72301
3 S -0.54232 2.53867 -2.14729
4 S -1.05272 5.41621 -0.71290
5 S -1.17258 4.37693 -2.45737
6 P -0.69701 -0.29027 -0.64126
7 O 1.28494 1.53747 0.03032
8 O -0.22354 1.61814 2.05861
9 O 2.87835 2.76418 1.05795
10 O -3.66953 2.39727 0.13517
11 N -0.40686 -2.98281 -0.20547
12 N 0.77131 -2.10682 -2.14714
13 N -1.65021 -2.35408 -2.17945
14 C 1.89301 2.08232 1.07833
15 C -0.48223 -2.42475 -2.98473
16 C 1.21004 1.74299 2.42398
17 C -2.55646 2.23800 0.13694
18 C -1.56017 -3.28448 -1.05496
19 C 1.37630 2.83941 3.45239
20 C 0.77948 -0.67794 -1.69443
21 C -1.99506 -0.99415 -1.76087
22 C 1.73181 0.41416 2.93306
23 C -0.55370 -1.72315 0.52329
24 C 0.80133 -3.07211 -0.94818
25 H 2.78311 0.52146 3.19785
26 H 1.60078 -2.27467 -2.72057
27 H 0.79444 -0.03802 -2.57679
28 H -2.95855 -1.00947 -1.24843
29 H -0.72607 1.19228 2.76052
30 H 1.65692 -0.36376 2.17380
31 H 1.19356 0.10276 3.83152
32 H -1.44254 -1.77508 1.15385
33 H 2.43691 3.03856 3.58935
34 H 0.90689 3.76801 3.12916
35 H 0.30343 -1.57490 1.17916
36 H -2.47156 -3.23041 -0.46309
37 H -0.34156 -3.43208 -3.37457
38 H 1.68148 -0.47593 -1.11925
39 H 0.94694 2.53930 4.40928
40 H 0.92552 -4.07040 -1.36578
41 H -0.51041 -1.71048 -3.80620
42 H -1.46140 -4.29871 -1.44135
43 H -2.10941 -0.35541 -2.63959
44 H 1.66980 -2.80980 -0.34609

Forces on atoms 1 to 2 (eV/Å):
Mn 0.956 0.111 -0.062
S -0.184 -0.071 -0.208

***

Density functional theory data (ωB97M-V/def2-TZVPD) for a single C4H8S molecule in a non-equilibrium geometry.

## Properties
HOMO-LUMO gap, eV: 9.6
Total charge: 0
SMILES string: CC1CSC1
E_LUMO, eV: 1.1

Atoms and positions in Å:
1 S 0.00515 2.16604 0.55082
2 C -0.21010 -1.15338 -0.79963
3 C -1.00219 0.66788 0.63261
4 C 1.19567 0.84252 0.08045
5 C 0.18395 -0.27147 0.35277
6 H 0.46814 -0.81385 1.30387
7 H -1.18140 -1.61778 -0.75161
8 H -0.27771 -0.49795 -1.64677
9 H 0.39693 -2.07515 -0.95964
10 H -1.84089 0.55573 -0.08190
11 H -1.34502 0.57025 1.64789
12 H 2.16546 0.70726 0.59773
13 H 1.44201 0.91990 -0.92660

Forces on atoms 1 to 2 (eV/Å):
S 0.666 0.131 -0.215
C 0.851 -1.557 -0.201

***

For the records above, the corresponding energy above the lowest of the compared OMol25 structures with the same formula, charge and spin values read 152.4, 326.9, 387.1, 53.8, 0.0, 41.7 kJ/mol.